[1]
Molecular formula: C6H10
Method: DFT, ωB97M-V/def2-TZVPD

Calculated values
Frontier orbital gap = 0.38955 Ha
Relative energy (zero: lowest compared OMol25 entry of this formula, charge and spin) = 245.2 kJ/mol
Molecular weight = 82.15 g mol⁻¹
SMILES string = C#CCCCC

The geometry in ORCA input format:
```
! wB97M-V def2-TZVPD RIJCOSX def2/J DEFGRID3
* xyz 0 1
C -2.307 -0.263 0.229
C -0.892 -0.292 -0.343
C -0.015 0.871 0.107
C 1.433 0.772 -0.470
C 2.308 -0.060 0.332
C 2.783 -1.078 0.773
H -2.298 -0.289 1.325
H -2.885 -1.126 -0.118
H -2.846 0.642 -0.078
H -0.390 -1.223 -0.047
H -0.933 -0.286 -1.439
H -0.490 1.827 -0.167
H 0.029 0.873 1.210
H 1.711 0.036 -1.284
H 1.791 1.721 -0.874
H 3.069 -2.096 0.659
*
```

natural (NBO) atomic charge list, values in e, 5 entries:
1. C -0.61
2. C -0.39
3. C -0.38
4. C -0.49
5. C 0.00

---

[2]
Molecular formula: C6H10
Method: DFT, ωB97M-V/def2-TZVPD

Calculated values
Frontier orbital gap = 0.36070 Ha
Relative energy (zero: lowest compared OMol25 entry of this formula, charge and spin) = 548.6 kJ/mol
Molecular weight = 82.15 g mol⁻¹

The geometry in ORCA input format:
```
! wB97M-V def2-TZVPD RIJCOSX def2/J DEFGRID3
* xyz 0 1
C -1.541 -1.274 1.683
C -0.318 -0.658 1.561
C 0.235 0.085 0.710
C 0.922 0.919 -0.232
C -0.482 0.626 -0.794
C 2.118 0.361 -0.981
H -1.608 -2.352 1.535
H -2.261 -0.882 2.402
H -2.104 -0.759 0.380
H 1.052 1.956 0.086
H -0.449 0.029 -1.704
H -1.108 1.512 -0.880
H -1.716 -0.218 -0.255
H 1.927 -0.672 -1.293
H 2.324 0.963 -1.873
H 3.009 0.364 -0.345
*
```

natural (NBO) atomic charge list, values in e, 5 entries:
1. C -0.48
2. C -0.03
3. C -0.03
4. C -0.27
5. C -0.49

---

[3]
Molecular formula: C6H10
Method: DFT, ωB97M-V/def2-TZVPD

Calculated values
Frontier orbital gap = 0.37272 Ha
Relative energy (zero: lowest compared OMol25 entry of this formula, charge and spin) = 116.8 kJ/mol
Molecular weight = 82.15 g mol⁻¹
SMILES string = C=CCC(=C)C

The geometry in ORCA input format:
```
! wB97M-V def2-TZVPD RIJCOSX def2/J DEFGRID3
* xyz 0 1
C 1.788 -0.569 0.466
C 0.383 -0.778 0.050
C -0.720 -0.119 0.843
C -1.392 0.825 -0.098
C -0.998 2.057 -0.345
C 0.090 -1.431 -1.049
H 1.938 -0.939 1.478
H 2.509 -1.036 -0.206
H 1.970 0.500 0.458
H -0.893 -1.641 -1.363
H -1.429 -0.852 1.235
H -0.294 0.406 1.691
H -2.154 0.397 -0.719
H -0.219 2.518 0.225
H -1.408 2.639 -1.146
H 0.785 -1.948 -1.644
*
```

natural (NBO) atomic charge list, values in e, 5 entries:
1. C -0.64
2. C 0.06
3. C -0.49
4. C -0.14
5. C -0.40

---

[4]
Molecular formula: C6H10
Method: DFT, ωB97M-V/def2-TZVPD

Calculated values
Frontier orbital gap = 0.39069 Ha
Relative energy (zero: lowest compared OMol25 entry of this formula, charge and spin) = 186.9 kJ/mol
Molecular weight = 82.15 g mol⁻¹
SMILES string = C=C=CC(C)C

The geometry in ORCA input format:
```
! wB97M-V def2-TZVPD RIJCOSX def2/J DEFGRID3
* xyz 0 1
C 1.714 -0.117 -0.580
C 0.402 -0.263 0.175
C 0.558 -0.487 1.671
C -2.475 0.112 -1.293
C -1.541 0.767 -0.679
C -0.454 1.064 -0.046
H 2.456 -0.881 -0.316
H 2.102 0.871 -0.332
H 1.546 -0.167 -1.663
H -0.089 -1.179 -0.228
H -0.398 -0.786 2.120
H 1.305 -1.250 1.920
H 0.858 0.471 2.093
H -2.399 0.002 -2.366
H -3.285 -0.295 -0.703
H -0.302 2.136 0.225
*
```

natural (NBO) atomic charge list, values in e, 5 entries:
1. C -0.61
2. C -0.20
3. C -0.61
4. C -0.52
5. C 0.11

---

[5]
Molecular formula: C6H10
Method: DFT, ωB97M-V/def2-TZVPD

Calculated values
Frontier orbital gap = 0.38052 Ha
Relative energy (zero: lowest compared OMol25 entry of this formula, charge and spin) = 147.4 kJ/mol
Molecular weight = 82.15 g mol⁻¹
SMILES string = C=CC/C=C/C

The geometry in ORCA input format:
```
! wB97M-V def2-TZVPD RIJCOSX def2/J DEFGRID3
* xyz 0 1
C -0.124 1.360 -1.379
C 0.079 2.531 -1.963
C 0.605 0.913 -0.126
C -0.186 -0.174 0.553
C 0.257 -1.203 1.264
C -0.444 -2.522 1.439
H -0.821 0.659 -1.830
H -0.645 2.948 -2.661
H 0.796 3.290 -1.668
H 1.572 0.455 -0.368
H 0.771 1.832 0.437
H -1.238 -0.242 0.259
H 1.313 -1.221 1.515
H -0.679 -3.060 0.525
H 0.137 -3.218 2.045
H -1.391 -2.348 1.957
*
```

natural (NBO) atomic charge list, values in e, 5 entries:
1. C -0.16
2. C -0.40
3. C -0.49
4. C -0.17
5. C -0.18

---

[6]
Molecular formula: C6H10
Method: DFT, ωB97M-V/def2-TZVPD

Calculated values
Frontier orbital gap = 0.39196 Ha
Relative energy (zero: lowest compared OMol25 entry of this formula, charge and spin) = 117.6 kJ/mol
Molecular weight = 82.15 g mol⁻¹
SMILES string = C=CC1CCC1

The geometry in ORCA input format:
```
! wB97M-V def2-TZVPD RIJCOSX def2/J DEFGRID3
* xyz 0 1
C -2.659 0.068 -0.173
C -1.483 -0.154 0.398
C -0.196 -0.092 -0.333
C 0.953 -1.060 0.000
C 2.011 0.076 -0.057
C 0.812 1.068 0.113
H -2.709 0.249 -1.268
H -3.585 0.054 0.404
H -1.395 -0.309 1.476
H -0.398 -0.025 -1.385
H 0.808 -1.479 1.000
H 1.075 -1.872 -0.678
H 2.752 0.057 0.745
H 2.460 0.195 -1.021
H 0.882 2.003 -0.398
H 0.672 1.220 1.177
*
```

natural (NBO) atomic charge list, values in e, 5 entries:
1. C -0.40
2. C -0.17
3. C -0.26
4. C -0.39
5. C -0.40

---

Repeat the fifth record exactly.
Molecular formula: C6H10
Method: DFT, ωB97M-V/def2-TZVPD

Calculated values
Frontier orbital gap = 0.38052 Ha
Relative energy (zero: lowest compared OMol25 entry of this formula, charge and spin) = 147.4 kJ/mol
Molecular weight = 82.15 g mol⁻¹
SMILES string = C=CC/C=C/C

The geometry in ORCA input format:
```
! wB97M-V def2-TZVPD RIJCOSX def2/J DEFGRID3
* xyz 0 1
C -0.124 1.360 -1.379
C 0.079 2.531 -1.963
C 0.605 0.913 -0.126
C -0.186 -0.174 0.553
C 0.257 -1.203 1.264
C -0.444 -2.522 1.439
H -0.821 0.659 -1.830
H -0.645 2.948 -2.661
H 0.796 3.290 -1.668
H 1.572 0.455 -0.368
H 0.771 1.832 0.437
H -1.238 -0.242 0.259
H 1.313 -1.221 1.515
H -0.679 -3.060 0.525
H 0.137 -3.218 2.045
H -1.391 -2.348 1.957
*
```

natural (NBO) atomic charge list, values in e, 5 entries:
1. C -0.16
2. C -0.40
3. C -0.49
4. C -0.17
5. C -0.18

---

Look up the frontier orbital gap of the fifth one. 0.38052 Ha